No. 1
DFT (ωB97M-V with the def2-TZVPD basis set) results for the molecule C5Cl4N2S at a distorted geometry.

## Properties
Orbital gap (spin up / spin down) ... 6.781 / 6.779 eV
E_HOMO (spin up / spin down) ... -8.2 / -8.2 eV
Charge ... 0

Last column: Mulliken charge in e.
Atoms and positions in Å:
C (-0.70, -0.52, -0.08)  0.124
C (-1.03, 0.85, 0.07)  0.294
C (0.59, -1.10, 0.17)  0.289
C (1.78, -0.48, 0.17)  0.397
C (2.20, 0.82, 0.39)  -0.120
N (-2.28, 1.17, -0.10)  -0.361
N (-3.04, 0.18, -0.32)  -0.296
S (-2.24, -1.24, -0.40)  0.197
Cl (0.43, -2.84, 0.03)  -0.233
Cl (3.16, -1.49, 0.00)  -0.165
Cl (0.28, 1.90, 0.44)  -0.059
Cl (3.33, 1.59, -0.62)  -0.067

=====

No. 2
DFT (ωB97M-V with the def2-TZVPD basis set) results for the molecule C6H5O7P at a distorted geometry.

## Properties
Orbital gap ... 6.851 eV
SMILES ... O=PO[C@@H]1C(=O)C(=O)O/C1=C(/O)CO
E_HOMO ... -8.2 eV
Charge ... 0
ΔE to the lowest compared entry with this formula, charge and spin ... 62.0 kcal/mol

Last column: Mulliken charge in e.
Atoms and positions in Å:
C (-2.99, -1.52, -0.20)  0.409
C (-1.93, -2.57, 0.13)  0.330
C (-2.25, -0.45, -0.98)  0.648
C (-0.81, -0.75, -0.67)  -0.482
C (0.06, 0.56, 0.28)  0.658
C (1.35, 0.13, 0.91)  -0.714
O (-4.14, -1.47, 0.13)  -0.511
O (-2.07, -3.68, 0.52)  -0.503
O (-4.00, 2.68, 0.17)  -0.477
O (-0.73, -1.99, -0.10)  -0.219
O (-2.70, 0.84, -0.74)  -0.293
O (-0.10, 1.79, -0.09)  -0.432
O (2.20, -0.47, -0.04)  -0.496
P (-3.76, 1.29, 0.49)  0.448
H (-2.43, -0.66, -2.05)  0.231
H (1.14, -0.56, 1.74)  0.259
H (1.87, 1.01, 1.28)  0.362
H (-0.96, 1.96, -0.54)  0.408
H (1.77, -1.26, -0.39)  0.372

=====

No. 3
DFT (ωB97M-V with the def2-TZVPD basis set) results for a structure of composition Cl4Mg at a distorted geometry.

## Properties
Orbital gap ... 7.134 eV
E_HOMO ... -0.4 eV
Charge ... -2
ΔE to the lowest compared entry with this formula, charge and spin ... 199.5 kcal/mol

Last column: Mulliken charge in e.
Atoms and positions in Å:
Mg (-0.03, -0.03, -0.07)  0.468
Cl (1.28, -0.74, 1.16)  -0.645
Cl (-0.77, -1.59, -0.71)  -0.599
Cl (-1.47, 1.00, 0.42)  -0.625
Cl (0.98, 1.35, -0.81)  -0.599

=====

No. 4
DFT (ωB97M-V with the def2-TZVPD basis set) results for a cluster of 2 separate species, C2H12N4O in total at a distorted geometry.

## Properties
Orbital gap ... 9.389 eV
SMILES ... CN(N)O.CNN
E_HOMO ... -8.6 eV
Charge ... 0
ΔE to the lowest compared entry with this formula, charge and spin ... 87.1 kcal/mol

Last column: Mulliken charge in e.
Atoms and positions in Å:
C (2.15, 0.34, 1.25)  -0.780
N (1.63, 1.17, 0.18)  -0.398
N (1.65, 0.54, -1.09)  -0.469
O (-0.53, -1.49, -0.15)  -0.495
H (-0.85, -2.01, -0.91)  0.282
H (1.32, -0.43, -1.02)  0.176
H (2.62, 0.52, -1.41)  0.287
H (1.63, -0.63, 1.34)  0.244
H (2.06, 0.88, 2.20)  0.326
H (3.21, 0.14, 1.07)  0.289
C (-1.66, 0.44, -1.09)  -0.889
N (-1.26, -0.16, 0.17)  0.191
N (-2.34, -0.50, 0.92)  -0.639
H (0.65, 1.38, 0.37)  0.337
H (-2.94, -1.21, 0.49)  0.232
H (-2.06, -0.78, 1.85)  0.250
H (-0.76, 0.62, -1.67)  0.330
H (-2.14, 1.39, -0.85)  0.295
H (-2.35, -0.20, -1.65)  0.432

=====

No. 5
DFT (ωB97M-V with the def2-TZVPD basis set) results for a cluster of 2 separate species, C4H14N3 in total at a distorted geometry.

## Properties
Orbital gap ... 11.683 eV
E_HOMO ... -14.7 eV
Charge ... +1
ΔE to the lowest compared entry with this formula, charge and spin ... 6.6 kcal/mol

Last column: Mulliken charge in e.
Atoms and positions in Å:
C (-2.06, 1.61, 0.91)  -0.706
C (-2.49, 1.76, -0.54)  -0.816
H (-2.60, 0.88, 1.53)  0.305
H (-1.00, 1.47, 1.09)  0.070
H (-2.38, 2.51, 1.45)  0.341
H (-2.10, 2.67, -0.99)  0.279
H (-3.58, 1.84, -0.55)  0.310
H (-2.28, 0.89, -1.17)  0.226
C (0.65, -0.76, -2.02)  -0.988
C (1.09, -0.69, 0.41)  0.780
N (1.35, -0.28, -0.83)  -0.192
N (0.63, -1.94, 0.60)  -0.383
N (1.35, 0.03, 1.49)  -0.417
H (1.77, 0.63, -0.93)  0.253
H (0.63, -2.57, -0.18)  0.228
H (0.52, -2.31, 1.53)  0.204
H (1.55, 1.02, 1.47)  0.246
H (1.04, -0.26, 2.41)  0.215
H (-0.20, -1.37, -1.73)  0.400
H (1.32, -1.30, -2.67)  0.324
H (0.25, 0.10, -2.55)  0.324

=====

No. 6
DFT (ωB97M-V with the def2-TZVPD basis set) results for a cluster of 2 separate species, CHF4NO in total at a distorted geometry.

## Properties
Orbital gap (spin up / spin down) ... 4.856 / 4.851 eV
E_HOMO (spin up / spin down) ... -10.0 / -10.0 eV
Charge ... 0
ΔE to the lowest compared entry with this formula, charge and spin ... 117.0 kcal/mol

Last column: Mulliken charge in e.
Atoms and positions in Å:
C (-1.05, -0.75, -0.06)  0.674
N (2.25, 0.85, 0.01)  0.286
O (-0.06, -0.95, -0.79)  -0.425
F (-1.78, -1.81, 0.37)  -0.240
F (-1.99, 0.16, -0.47)  -0.244
F (1.31, 1.02, 0.93)  0.005
F (2.00, 1.75, -0.91)  0.008
H (-0.68, -0.28, 0.94)  -0.064